ORCA calculation (ωB97M-V/def2-TZVPD) on C29H21BrN5NaO2 as an isolated structure.

Atoms and positions in Å:
Na -1.11 -1.15 0.04
C 0.76 2.43 -3.24
C 1.27 1.75 -2.00
C 2.60 1.40 -1.82
C 3.00 0.75 -0.67
C 2.02 0.46 0.26
Br 2.53 -0.44 1.86
N 0.75 0.75 0.12
C 0.39 1.39 -0.99
H 1.59 2.70 -3.90
H 0.22 3.34 -2.98
H 0.08 1.77 -3.78
H 3.33 1.65 -2.59
H 4.03 0.47 -0.50
H -0.67 1.59 -1.10
O 1.03 2.67 6.28
N 0.49 1.59 6.16
O 0.42 0.75 7.04
C -0.15 1.30 4.87
C -0.73 2.34 4.25
C -1.44 2.14 3.03
C -2.09 3.19 2.35
C -2.75 2.93 1.19
C -2.76 1.61 0.71
N -2.17 0.61 1.31
C -1.51 0.86 2.46
C -0.83 -0.25 3.12
N -0.86 -1.45 2.51
C -0.26 -2.46 3.09
C 0.44 -2.36 4.30
C 0.49 -1.14 4.93
C -0.17 -0.04 4.34
H -0.67 3.33 4.68
H -2.05 4.19 2.77
H -3.26 3.71 0.64
H -3.26 1.37 -0.23
H -0.31 -3.42 2.57
H 0.93 -3.22 4.72
H 1.02 -1.03 5.86
C 2.30 -3.95 -1.52
C 2.02 -3.99 -2.88
C 1.07 -3.13 -3.39
C 0.41 -2.22 -2.56
N 0.66 -2.23 -1.24
C 1.58 -3.06 -0.75
C -0.60 -1.26 -3.11
C -0.45 -0.89 -4.46
C -1.37 -0.06 -5.07
C -2.44 0.41 -4.32
C -2.55 0.07 -2.98
C -1.65 -0.77 -2.30
H 3.04 -4.60 -1.06
H 2.53 -4.69 -3.53
H 0.82 -3.17 -4.44
H 1.75 -3.00 0.32
H 0.40 -1.24 -5.03
H -1.25 0.22 -6.11
H -3.19 1.05 -4.78
H -3.41 0.47 -2.44

Output
**HOMO level**: -6.7 eV
**LUMO**: -1.0 eV
**Energy above the lowest of the compared OMol25 structures with the same formula, charge and spin**: 0.000 eV

***

ORCA calculation (ωB97M-V/def2-TZVPD) on C29H21Cl2IrN5O2SSeTe as an isolated structure.

Atoms and positions in Å:
Ir -0.31 0.51 -0.56
Cl -0.26 -4.44 -2.12
C -1.13 -3.74 -0.79
C -1.90 -4.57 0.03
C -2.60 -4.05 1.08
Cl -3.58 -5.11 2.07
C -2.55 -2.67 1.37
C -3.24 -2.03 2.43
C -3.09 -0.69 2.63
C -2.24 0.04 1.79
N -1.59 -0.52 0.80
C -1.74 -1.85 0.55
C -1.04 -2.36 -0.59
O -0.38 -1.56 -1.34
H -1.95 -5.63 -0.18
H -3.87 -2.63 3.07
H -3.62 -0.19 3.43
H -2.08 1.11 1.92
Se -2.91 2.68 -0.71
N -2.18 1.18 -1.41
C -3.17 0.44 -1.94
C -3.00 -0.78 -2.64
C -4.10 -1.44 -3.11
C -5.42 -0.92 -2.90
C -5.62 0.25 -2.24
C -4.49 0.97 -1.75
N -4.56 2.15 -1.13
H -2.01 -1.17 -2.79
H -3.97 -2.37 -3.64
H -6.27 -1.47 -3.28
H -6.61 0.65 -2.08
C 3.83 -0.49 6.83
C 5.32 -0.64 6.95
O 5.89 -0.71 8.01
S 6.34 -0.74 5.48
C 5.22 -0.62 4.11
C 4.76 -1.77 3.48
C 3.83 -1.67 2.46
C 3.34 -0.43 2.04
C 3.87 0.73 2.64
C 4.79 0.63 3.67
C 2.29 -0.30 1.10
C 1.33 -0.03 0.40
H 3.55 0.46 7.30
H 3.36 -1.30 7.39
H 3.47 -0.50 5.80
H 5.12 -2.73 3.81
H 3.46 -2.57 1.98
H 3.51 1.69 2.30
H 5.17 1.53 4.15
C 1.18 -0.87 -3.63
C 0.98 0.59 -3.42
N 0.62 1.22 -2.32
C 0.59 2.57 -2.60
C 0.94 2.76 -3.90
N 1.19 1.50 -4.40
H 1.08 -1.39 -2.68
H 2.17 -1.06 -4.05
H 0.43 -1.27 -4.31
H 0.32 3.29 -1.85
H 1.06 3.65 -4.49
H 1.45 1.27 -5.34
Te -0.25 2.75 0.79

Output
**Total charge**: -1
**HOMO level (alpha / beta)**: -3.4 / -3.4 eV
**LUMO (alpha / beta)**: 1.7 / 1.7 eV
**Energy above the lowest of the compared OMol25 structures with the same formula, charge and spin**: 0.481 eV

***

ORCA calculation (ωB97M-V/def2-TZVPD) on C29H21CsF3N6O5S as an isolated structure.

Atoms and positions in Å:
Cs -0.22 0.90 -0.50
C 6.39 -9.01 0.41
O 6.49 -7.65 0.76
C 6.49 -6.74 -0.27
C 6.45 -7.08 -1.61
C 6.47 -6.06 -2.57
C 6.51 -4.73 -2.20
C 6.57 -4.41 -0.85
C 6.56 -5.40 0.11
N 6.67 -3.73 -3.21
N 5.89 -2.75 -3.31
C 4.70 -2.56 -2.62
C 3.87 -3.53 -2.06
C 2.64 -3.25 -1.51
C 2.11 -1.93 -1.45
O 1.00 -1.65 -0.95
C 2.96 -0.89 -2.06
N 2.48 0.38 -2.04
C 3.19 1.34 -2.59
C 4.43 1.12 -3.20
C 4.94 -0.15 -3.22
C 4.21 -1.21 -2.64
H 6.38 -9.57 1.34
H 7.25 -9.33 -0.20
H 5.47 -9.22 -0.15
H 6.41 -8.11 -1.93
H 6.46 -6.31 -3.62
H 6.61 -3.37 -0.55
H 6.61 -5.16 1.17
H 4.19 -4.57 -2.08
H 2.03 -4.04 -1.11
H 2.77 2.34 -2.55
H 4.97 1.95 -3.64
H 5.89 -0.37 -3.68
F -0.57 6.58 -1.03
C 0.00 5.71 -0.19
F 0.43 6.39 0.88
F 1.07 5.19 -0.81
S -1.18 4.38 0.30
O -2.26 5.09 0.93
O -0.38 3.54 1.18
O -1.49 3.74 -0.97
N -6.37 4.49 2.22
C -7.60 5.03 2.49
C -8.06 6.34 2.56
C -9.40 6.51 2.86
C -10.25 5.42 3.08
C -9.79 4.12 3.01
C -8.44 3.92 2.70
N -7.73 2.75 2.56
C -6.51 3.12 2.28
C -5.37 2.23 2.01
C -4.07 2.69 2.09
C -3.04 1.83 1.74
N -3.23 0.58 1.33
C -4.49 0.13 1.30
C -5.58 0.91 1.63
H -5.54 4.98 1.94
H -7.41 7.18 2.39
H -9.80 7.51 2.92
H -11.29 5.60 3.32
H -10.44 3.27 3.18
H -3.81 3.70 2.37
H -2.02 2.20 1.77
H -4.62 -0.89 0.97
H -6.59 0.52 1.58

Output
**Total charge**: -1
**HOMO level**: -4.4 eV
**LUMO**: 1.9 eV
**Energy above the lowest of the compared OMol25 structures with the same formula, charge and spin**: 0.000 eV

***

ORCA calculation (ωB97M-V/def2-TZVPD) on C29H21F10N6OV as an isolated structure.

Atoms and positions in Å:
V 0.16 -0.23 -0.24
C 3.67 -0.87 -1.18
N 2.75 -0.40 -0.12
C 3.08 1.03 0.14
C 2.27 1.86 -0.81
N 0.89 1.42 -0.62
C -0.14 2.29 -0.32
C -0.03 3.34 0.62
F 1.10 3.47 1.30
C -1.04 4.25 0.82
F -0.91 5.22 1.70
C -2.22 4.15 0.08
F -3.19 5.00 0.29
C -2.38 3.14 -0.87
F -3.50 3.04 -1.56
C -1.34 2.25 -1.07
F -1.50 1.32 -2.00
C 2.94 -1.23 1.08
C 1.94 -0.81 2.13
N 0.64 -0.52 1.51
C -0.38 -0.50 2.51
C -1.10 -1.64 2.85
F -0.88 -2.77 2.17
C -2.07 -1.63 3.83
F -2.77 -2.71 4.10
C -2.31 -0.45 4.53
F -3.24 -0.43 5.47
C -1.59 0.69 4.24
F -1.81 1.82 4.90
C -0.63 0.66 3.24
F 0.06 1.76 2.96
H 4.70 -0.74 -0.84
H 3.53 -0.30 -2.09
H 3.52 -1.92 -1.39
H 4.16 1.19 0.02
H 2.81 1.30 1.15
H 2.58 1.70 -1.85
H 2.37 2.92 -0.60
H 3.96 -1.14 1.46
H 2.77 -2.26 0.80
H 2.27 0.07 2.69
H 1.81 -1.62 2.85
O -1.65 -3.49 -1.55
C -1.31 -2.52 -0.91
N -0.01 -2.07 -0.76
C 0.93 -2.73 -1.65
C 1.18 -1.77 -2.76
C 1.63 -2.13 -4.02
C 1.77 -1.14 -4.98
C 1.45 0.17 -4.65
C 1.01 0.45 -3.37
N 0.89 -0.51 -2.44
C -2.31 -1.65 -0.24
C -3.63 -2.03 -0.10
C -4.50 -1.16 0.53
C -4.02 0.06 0.99
C -2.70 0.38 0.80
N -1.84 -0.47 0.19
H 1.85 -2.97 -1.11
H 0.51 -3.67 -2.01
H 1.84 -3.16 -4.25
H 2.11 -1.38 -5.98
H 1.52 0.97 -5.37
H 0.76 1.45 -3.08
H -3.94 -3.00 -0.48
H -5.54 -1.42 0.66
H -4.67 0.77 1.49
H -2.28 1.31 1.17

Output
**Total charge**: +2
**HOMO level (alpha / beta)**: -15.1 / -15.1 eV
**LUMO (alpha / beta)**: -8.6 / -8.6 eV

***

ORCA calculation (ωB97M-V/def2-TZVPD) on C29H22AsCrN2S5 as an isolated structure.

Atoms and positions in Å:
Cr -1.30 0.42 0.72
S 1.10 0.57 0.50
C 1.75 -1.06 0.52
C 3.12 -1.24 0.72
C 3.67 -2.52 0.76
C 2.86 -3.63 0.59
C 1.50 -3.46 0.37
C 0.94 -2.19 0.33
As -0.94 -1.83 -0.02
C -1.68 -3.59 0.33
C -1.62 -4.06 1.65
C -2.06 -5.33 1.96
C -2.58 -6.15 0.96
C -2.69 -5.67 -0.34
C -2.25 -4.40 -0.65
C -0.93 -1.84 -1.98
C 0.14 -2.32 -2.72
C 0.13 -2.26 -4.10
C -0.97 -1.71 -4.76
C -2.05 -1.24 -4.03
C -2.03 -1.30 -2.64
H 3.75 -0.37 0.86
H 4.73 -2.64 0.92
H 3.28 -4.63 0.62
H 0.86 -4.32 0.22
H -1.23 -3.40 2.42
H -2.01 -5.69 2.98
H -2.91 -7.15 1.20
H -3.13 -6.30 -1.11
H -2.33 -4.02 -1.66
H 1.00 -2.74 -2.20
H 0.97 -2.63 -4.67
H -0.98 -1.66 -5.84
H -2.90 -0.82 -4.55
H -2.86 -0.92 -2.06
S -5.20 -0.87 2.73
C -3.78 -0.35 2.08
S -3.67 0.20 0.42
S -2.27 -0.32 2.93
S 0.20 6.71 0.85
C -0.42 5.04 0.88
C -0.49 4.32 2.07
C -0.91 3.00 2.03
N -1.26 2.38 0.90
C -1.25 3.10 -0.24
C -0.83 4.41 -0.29
C 1.94 6.29 0.75
C 2.69 6.11 1.91
C 4.03 5.80 1.77
N 4.65 5.68 0.60
C 3.92 5.85 -0.49
C 2.57 6.16 -0.48
H -0.21 4.77 3.01
H -0.97 2.40 2.93
H -1.60 2.58 -1.12
H -0.81 4.94 -1.23
H 2.23 6.20 2.88
H 4.65 5.65 2.65
H 4.44 5.74 -1.44
H 2.01 6.29 -1.40

Output
**2S+1**: 5
**Total charge**: -1
**HOMO level (alpha / beta)**: -3.3 / -4.0 eV
**LUMO (alpha / beta)**: 1.7 / 1.7 eV
**Energy above the lowest of the compared OMol25 structures with the same formula, charge and spin**: 0.554 eV

***

ORCA calculation (ωB97M-V/def2-TZVPD) on C29H22BrClMoN2O5 as an isolated structure.

Atoms and positions in Å:
Mo 0.37 -0.85 -0.29
C 0.65 0.28 3.83
O 0.34 -1.07 4.22
C -0.73 -1.64 3.65
C -1.72 -2.20 4.48
C -2.85 -2.80 3.98
C -3.05 -2.87 2.60
C -2.09 -2.35 1.75
C -2.30 -2.35 0.34
N -1.51 -1.80 -0.54
N -2.03 -1.85 -1.84
C -1.25 -1.22 -2.64
O -0.13 -0.69 -2.07
C -1.45 -1.04 -4.07
C -2.55 -1.65 -4.67
C -2.76 -1.49 -6.03
C -1.88 -0.72 -6.78
C -0.78 -0.12 -6.18
C -0.56 -0.27 -4.82
C -0.93 -1.77 2.28
O 0.03 -1.36 1.41
H 1.39 0.62 4.55
H -0.24 0.90 3.91
H 1.06 0.32 2.83
H -1.56 -2.12 5.55
H -3.59 -3.21 4.65
H -3.95 -3.32 2.20
H -3.21 -2.79 -0.05
H -3.23 -2.25 -4.08
H -3.61 -1.96 -6.50
H -2.05 -0.60 -7.84
H -0.10 0.48 -6.77
H 0.29 0.21 -4.36
Cl 2.48 -2.96 2.14
C 3.09 -1.54 1.41
C 3.90 -0.71 2.15
C 4.47 0.41 1.54
C 4.26 0.69 0.20
C 3.45 -0.14 -0.55
C 2.80 -1.25 0.04
C 1.93 -2.11 -0.78
H 4.12 -0.95 3.18
H 5.12 1.04 2.13
H 4.75 1.53 -0.27
H 3.30 0.05 -1.60
H 2.07 -2.02 -1.86
H 1.82 -3.14 -0.47
Br 2.74 5.90 0.44
C 1.09 5.03 0.66
C -0.03 5.76 1.04
C -1.26 5.12 1.20
C -1.37 3.76 0.98
C -0.24 3.04 0.60
C 0.99 3.67 0.43
C -0.39 1.62 0.36
O -1.39 0.95 0.44
O 0.76 0.94 -0.04
H 0.06 6.82 1.21
H -2.12 5.70 1.50
H -2.32 3.25 1.09
H 1.87 3.11 0.14

Output
**Total charge**: +2
**HOMO level**: -14.0 eV
**LUMO**: -8.6 eV
**Energy above the lowest of the compared OMol25 structures with the same formula, charge and spin**: 0.620 eV